The following is a quantum chemistry calculation of an isolated molecule of C6H10O in a non-equilibrium geometry, from the OMol25 dataset.

The total energy is -309.7928 Ha. The value obtained for the energy above the lowest of the compared OMol25 structures with the same formula, charge and spin is 31.11 kcal per mole. Its SMILES is C=C(C)/C=C/CO. As for the largest force on an atom: 2.2 eV/A.

```
! RIJCOSX wB97M-V def2-TZVPD def2/J DEFGRID3
* xyz 0 1
C 0.98078 -0.88178 -1.91116
C -0.21029 -0.67705 -1.33410
C -1.45161 -0.88271 -2.17842
C -0.40757 -0.21141 0.03406
C 0.57137 -0.15942 0.95815
C 0.63514 0.60813 2.23828
O 0.00810 1.91251 2.08288
H 1.01717 -1.12729 -2.95992
H 1.89204 -0.69044 -1.36294
H -2.18439 -0.10153 -1.96965
H -1.18043 -0.82526 -3.22942
H -1.92384 -1.86157 -2.08263
H -1.30192 0.33471 0.32373
H 1.45107 -0.76595 0.74824
H 0.02667 0.15029 3.01778
H 1.63743 0.75260 2.63479
H 0.02067 2.08247 1.11077
*
```



The following is a quantum chemistry calculation of a cluster of 2 separate species, C6H11NO3 in total in a non-equilibrium geometry, from the OMol25 dataset.

The total energy is -515.5387 Ha. The value obtained for the energy above the lowest of the compared OMol25 structures with the same formula, charge and spin is 1.78 kcal per mole. As for the largest force on an atom: 5.6 eV/A.

```
! RIJCOSX wB97M-V def2-TZVPD def2/J DEFGRID3
* xyz -2 1
C 1.84061 0.13860 1.77117
C -0.92388 -0.87705 0.50593
C -0.43368 1.71965 0.70235
C -0.45701 0.43705 -1.41153
C 1.42316 -0.15114 0.34318
C -0.11521 0.31643 0.11395
N -0.94628 -2.20040 -2.32611
O 3.06218 0.58297 1.95580
O -1.32055 -3.28343 -3.02826
O 1.05276 -0.14603 2.74398
H -1.97479 -0.47855 0.55242
H -0.87917 -1.52696 -0.36624
H -0.61023 -1.30134 1.42103
H -0.51909 1.52322 1.82763
H -1.36561 1.95149 0.20765
H 0.34942 2.44269 0.62498
H 0.11864 1.27637 -1.95099
H -0.41614 -0.49226 -2.00392
H -1.49533 0.82228 -1.44373
H 1.50399 -1.12697 0.03777
H 2.10620 0.37337 -0.27706
*
```